1.
# C23H22IN4O10STeY

C23H22IN4O10STeY as an isolated structure (ωB97M-V/def2-TZVPD, the OMol25 dataset).

As for the multiplicity: 1. For the electronic energy, the calculation gives -77920.257 eV. Its largest force on an atom is 2.32 eV Å⁻¹. Its net charge is -2.

Geometry (Å):
Y (-0.930, -0.905, 1.095)
O (-0.617, 3.818, 1.986)
C (-0.200, 2.671, 1.780)
O (-1.203, 1.751, 1.083)
C (1.195, 2.544, 1.109)
C (1.302, 1.652, -0.112)
C (2.722, 1.711, -0.695)
C (3.510, 0.838, 0.319)
C (2.419, 0.511, 1.340)
O (1.280, 0.334, 0.468)
C (2.088, 1.799, 2.117)
C (1.251, 1.586, 3.359)
O (1.719, 1.256, 4.427)
O (-0.016, 1.839, 3.128)
H (1.504, 3.565, 0.897)
H (0.504, 1.749, -0.837)
H (2.740, 1.272, -1.693)
H (3.089, 2.737, -0.761)
H (3.875, -0.077, -0.148)
H (4.352, 1.359, 0.777)
H (2.557, -0.379, 1.942)
H (3.003, 2.313, 2.409)
O (0.493, -2.392, 0.021)
C (0.726, -2.983, -1.089)
C (1.400, -4.239, -1.099)
C (1.738, -4.882, -2.266)
C (1.422, -4.324, -3.511)
C (0.748, -3.118, -3.527)
C (0.380, -2.440, -2.362)
C (-0.359, -1.172, -2.458)
N (-0.699, -0.352, -1.485)
C (-1.389, 0.696, -2.070)
C (-1.456, 0.516, -3.411)
N (-0.793, -0.674, -3.651)
H (1.637, -4.671, -0.133)
H (2.256, -5.835, -2.217)
H (1.694, -4.817, -4.435)
H (0.510, -2.688, -4.496)
H (-1.810, 1.489, -1.471)
H (-1.910, 1.095, -4.195)
H (-0.729, -1.147, -4.531)
N (1.863, -3.133, 2.614)
C (0.861, -2.361, 3.313)
O (0.383, -1.324, 2.636)
C (0.489, -2.712, 4.548)
I (-2.853, -1.382, 3.254)
H (1.660, -3.016, 1.622)
H (2.764, -2.691, 2.770)
H (-0.236, -2.118, 5.087)
H (0.897, -3.613, 4.987)
O (-4.375, -2.062, -0.307)
N (-3.269, -1.662, -0.051)
O (-2.976, -0.434, 0.044)
O (-2.278, -2.455, 0.142)
Te (-3.019, 2.124, 1.906)
C (-3.572, 3.379, 0.322)
C (-2.751, 4.145, -0.456)
C (-3.442, 4.789, -1.527)
C (-4.776, 4.511, -1.539)
S (-5.180, 3.432, -0.273)
H (-1.699, 4.261, -0.231)
H (-2.963, 5.442, -2.246)
H (-5.532, 4.875, -2.217)

These are the natural (NBO) partial charges, in e, on atoms 1 to 6: Y 1.7924; O -0.7801; C 0.8098; O -0.9042; C -0.3215; C 0.0917

***

2.
# C6H42NO14

A 14-piece molecular cluster, C6H42NO14 overall (ωB97M-V/def2-TZVPD, the OMol25 dataset).

As for the multiplicity: 1. For the electronic energy, the calculation gives -37052.664 eV. Its largest force on an atom is 2.78 eV Å⁻¹. Its net charge is +1.

Geometry (Å):
C (2.878, 1.176, -0.352)
O (3.201, 0.913, -1.738)
C (1.423, 1.381, -0.065)
C (0.616, 0.133, 0.308)
C (0.887, -0.371, 1.790)
C (0.397, 0.591, 2.858)
C (-0.995, 1.168, 2.837)
N (-1.942, 0.150, 2.273)
H (3.406, 0.311, 0.091)
H (3.438, 2.034, 0.075)
H (2.690, 1.443, -2.357)
H (0.992, 1.899, -0.978)
H (1.405, 2.081, 0.785)
H (-0.401, 0.461, 0.238)
H (0.758, -0.665, -0.387)
H (0.313, -1.295, 1.755)
H (1.876, -0.737, 2.023)
H (0.671, 0.099, 3.838)
H (1.040, 1.442, 2.925)
H (-1.420, 1.804, 3.621)
H (-1.246, 2.052, 2.214)
H (-1.682, -0.801, 2.546)
H (-1.903, 0.097, 1.254)
H (-2.877, 0.414, 2.591)
H (0.638, 3.800, 1.607)
H (0.310, 4.511, 2.990)
O (0.406, 3.658, 2.554)
H (-2.117, 0.426, -2.454)
H (-1.733, 1.873, -1.881)
O (-1.977, 0.959, -1.637)
H (-4.131, 2.238, 0.414)
H (-2.933, 1.635, -0.297)
O (-3.176, 2.174, 0.483)
H (1.828, -2.112, -2.228)
H (2.738, -0.867, -2.078)
O (2.163, -1.320, -2.755)
H (2.109, -5.481, 0.517)
H (1.204, -4.375, -0.364)
O (1.266, -5.034, 0.357)
H (0.390, -4.284, 1.605)
H (0.379, -4.750, 3.022)
O (-0.050, -4.078, 2.475)
H (0.146, -3.138, -1.698)
H (1.229, -3.724, -2.780)
O (1.013, -3.575, -1.844)
H (0.669, -0.968, -2.952)
H (-0.430, -0.711, -4.117)
O (-0.306, -0.755, -3.176)
H (2.169, 2.929, 2.951)
H (3.711, 2.974, 3.051)
O (2.978, 2.405, 2.800)
H (-3.629, -2.219, -0.101)
H (-3.085, -0.868, -0.678)
O (-3.405, -1.313, 0.109)
H (-1.942, -2.854, -2.316)
H (-1.013, -1.601, -2.048)
O (-1.592, -2.301, -1.617)
H (-0.730, 4.704, -0.054)
H (0.023, 5.815, 0.471)
O (0.183, 4.886, 0.245)
H (-3.376, -0.775, -3.999)
H (-2.592, 0.350, -4.766)
O (-2.588, -0.223, -3.988)

These are the natural (NBO) partial charges, in e, on atoms 1 to 6: C -0.0744; O -0.7465; C -0.4395; C -0.3840; C -0.4171; C -0.4608

***

3.
# C3H7N4S

C3H7N4S as an isolated structure (ωB97M-V/def2-TZVPD, the OMol25 dataset).

As for the multiplicity: 1. For the electronic energy, the calculation gives -20008.088 eV. Its largest force on an atom is 4.22 eV Å⁻¹. Its net charge is +1.

Geometry (Å):
C (-0.872, -1.084, -0.239)
C (0.276, -1.979, 0.020)
C (-1.607, 1.195, 0.021)
N (2.616, 1.175, -0.029)
N (1.454, 1.595, -0.081)
N (0.692, 0.519, -0.073)
N (-0.631, 0.166, -0.104)
S (1.773, -0.932, 0.002)
H (-1.963, -1.411, -0.092)
H (0.181, -2.562, 0.978)
H (0.256, -2.889, -0.788)
H (-1.033, 1.929, 0.618)
H (-2.523, 0.677, 0.571)
H (-1.957, 1.765, -0.804)
H (3.339, 1.837, 0.000)

These are the natural (NBO) partial charges, in e, on atoms 1 to 6: C 0.2250; C -0.6990; C -0.4379; N -0.3918; N 0.0684; N -0.1914

***

4.
# C9H19F6IN4O13PtS6

C9H19F6IN4O13PtS6 as an isolated structure (ωB97M-V/def2-TZVPD, the OMol25 dataset).

As for the multiplicity: 3. For the electronic energy, the calculation gives -134875.218 eV. Its largest force on an atom is 10.73 eV Å⁻¹. Its net charge is -2.

Geometry (Å):
Pt (-0.031, -0.768, -1.219)
N (-0.195, -2.567, -0.329)
S (0.281, -3.967, -0.380)
O (-0.477, -4.881, -1.245)
O (1.018, -4.481, 0.785)
F (1.547, -3.565, -1.245)
S (-1.305, -2.896, 0.927)
O (-0.871, -2.594, 2.270)
O (-2.219, -4.015, 0.733)
F (-2.267, -1.710, 0.359)
N (-4.224, -1.013, -3.586)
S (-4.580, -2.550, -2.807)
O (-3.475, -3.399, -2.264)
O (-5.673, -3.201, -3.546)
F (-5.291, -1.869, -1.521)
S (-2.772, -1.399, -3.788)
O (-2.409, -2.374, -4.809)
O (-1.808, -1.118, -2.712)
F (-2.643, -0.121, -4.688)
N (-4.491, 0.947, -1.127)
S (-2.913, 1.607, -0.802)
O (-1.820, 0.675, -0.474)
O (-2.714, 3.017, -0.465)
F (-2.601, 1.667, -2.358)
S (-4.964, 1.222, 0.335)
O (-4.983, 2.554, 0.896)
O (-4.735, 0.181, 1.343)
F (-6.582, 1.046, 0.029)
I (1.026, 0.878, -3.142)
C (1.375, 1.982, 2.812)
C (1.483, 2.044, 1.258)
C (2.625, 3.051, 0.880)
C (4.003, 2.490, 0.997)
C (4.058, 1.032, 0.342)
C (2.996, -0.001, 0.694)
N (1.646, 0.693, 0.631)
O (0.531, -0.127, 0.914)
C (3.142, -1.190, -0.292)
C (3.261, -0.467, 2.189)
C (0.182, 2.726, 0.732)
H (0.749, 2.616, 3.439)
H (2.377, 1.952, 3.242)
H (0.932, 0.997, 2.961)
H (2.548, 3.448, -0.132)
H (2.457, 3.965, 1.450)
H (4.143, 2.598, 2.073)
H (4.801, 3.104, 0.579)
H (5.034, 0.632, 0.619)
H (4.129, 1.250, -0.724)
H (4.144, -1.617, -0.263)
H (2.517, -1.980, 0.125)
H (2.901, -1.053, -1.347)
H (4.037, -1.204, 2.394)
H (3.587, 0.271, 2.923)
H (2.439, -1.058, 2.590)
H (-0.157, 3.665, 1.170)
H (-0.652, 2.092, 1.030)
H (0.315, 2.937, -0.330)
H (0.568, -0.153, 1.873)

These are the natural (NBO) partial charges, in e, on atoms 1 to 6: Pt 1.2835; N -1.2100; S 2.4399; O -0.8580; O -0.9059; F -0.5242

***

5.
# FeH19O10

FeH19O10 as an isolated structure (ωB97M-V/def2-TZVPD, the OMol25 dataset).

As for the multiplicity: 6. For the electronic energy, the calculation gives -55155.180 eV. Its largest force on an atom is 2.30 eV Å⁻¹. Its net charge is +2.

Geometry (Å):
Fe (18.013, -9.466, -21.312)
O (19.786, -9.678, -21.180)
H (20.607, -10.015, -21.549)
O (20.311, -12.401, -22.414)
H (20.560, -12.694, -23.303)
H (21.161, -12.375, -21.929)
O (21.139, -9.862, -18.658)
H (20.770, -9.715, -19.539)
H (21.780, -9.156, -18.499)
O (17.935, -7.831, -20.086)
H (17.183, -7.219, -19.990)
H (18.580, -7.576, -19.400)
O (22.624, -11.931, -20.666)
H (23.383, -12.203, -20.128)
H (22.044, -11.488, -20.025)
O (18.276, -8.148, -22.859)
H (19.220, -8.047, -23.176)
H (17.783, -7.390, -23.215)
O (17.575, -10.684, -19.802)
H (17.724, -11.647, -19.873)
H (17.122, -10.543, -18.951)
O (21.077, -7.781, -23.190)
H (21.288, -8.192, -22.346)
H (21.822, -8.016, -23.762)
O (17.913, -10.980, -22.651)
H (18.742, -11.533, -22.656)
H (17.303, -11.365, -23.302)
O (24.111, -10.856, -22.712)
H (24.113, -10.076, -23.277)
H (23.455, -10.721, -22.008)

These are the natural (NBO) partial charges, in e, on atoms 1 to 6: Fe 1.9589; O -0.9850; H 0.5203; O -1.0091; H 0.5074; H 0.5302

***

6.
# C19H39Br16N2O3

A 9-piece molecular cluster, C19H39Br16N2O3 overall (ωB97M-V/def2-TZVPD, the OMol25 dataset).

As for the multiplicity: 1. For the electronic energy, the calculation gives -1150128.819 eV. Its largest force on an atom is 2.30 eV Å⁻¹. Its net charge is +1.

Geometry (Å):
O (0.137, 0.231, 6.589)
C (0.180, -0.347, 5.528)
C (-0.536, 0.333, 4.313)
N (0.174, 0.171, 2.990)
C (1.675, 0.188, 3.066)
O (2.106, 0.773, 1.825)
N (2.689, 2.045, 2.092)
O (1.898, 2.896, 1.933)
H (0.690, -1.350, 5.502)
H (-1.579, -0.063, 4.187)
H (-0.586, 1.434, 4.514)
H (-0.177, -0.675, 2.521)
H (-0.123, 0.972, 2.389)
H (2.090, 0.803, 3.898)
H (2.049, -0.868, 3.063)
Br (-0.670, 2.443, 0.628)
C (-2.154, 1.966, -0.546)
C (-2.993, 0.873, 0.062)
Br (-2.118, -0.865, -0.090)
H (-1.722, 1.697, -1.506)
H (-2.735, 2.877, -0.655)
H (-3.935, 0.768, -0.475)
H (-3.199, 1.030, 1.118)
Br (-5.498, 3.532, 0.832)
C (-6.975, 3.035, -0.339)
C (-7.801, 1.928, 0.262)
Br (-6.902, 0.208, 0.097)
H (-6.541, 2.768, -1.301)
H (-7.569, 3.942, -0.450)
H (-8.740, 1.814, -0.279)
H (-8.013, 2.075, 1.319)
Br (-2.480, 6.153, -2.274)
C (-3.968, 5.672, -3.436)
C (-4.802, 4.577, -2.826)
Br (-3.924, 2.843, -2.991)
H (-3.543, 5.401, -4.400)
H (-4.554, 6.583, -3.545)
H (-5.746, 4.471, -3.360)
H (-5.003, 4.730, -1.767)
Br (-4.386, 2.516, -9.493)
C (-3.612, 3.276, -7.877)
C (-4.525, 3.094, -6.692)
Br (-6.007, 4.360, -6.737)
H (-3.391, 4.320, -8.091)
H (-2.678, 2.734, -7.726)
H (-3.997, 3.311, -5.763)
H (-4.960, 2.099, -6.633)
Br (-5.693, -3.425, 0.111)
C (-6.689, -3.595, 1.778)
C (-8.122, -3.992, 1.529)
Br (-9.170, -2.480, 0.894)
H (-6.595, -2.645, 2.300)
H (-6.170, -4.370, 2.342)
H (-8.599, -4.302, 2.458)
H (-8.227, -4.783, 0.790)
Br (3.224, -3.142, 3.641)
C (4.680, -3.804, 2.521)
C (4.408, -3.558, 1.061)
Br (3.108, -4.825, 0.357)
H (4.809, -4.856, 2.763)
H (5.561, -3.250, 2.844)
H (5.309, -3.717, 0.474)
H (4.020, -2.561, 0.859)
Br (7.881, -2.217, 0.644)
C (8.494, -2.849, -1.095)
C (7.477, -2.575, -2.172)
Br (5.992, -3.836, -2.093)
H (8.727, -3.905, -0.983)
H (9.414, -2.297, -1.286)
H (7.918, -2.718, -3.158)
H (7.048, -1.577, -2.112)
Br (11.706, -4.765, 1.222)
C (12.465, -3.241, 2.169)
C (11.530, -2.061, 2.144)
Br (11.554, -1.174, 0.411)
H (13.430, -3.032, 1.713)
H (12.618, -3.587, 3.191)
H (11.849, -1.301, 2.857)
H (10.495, -2.331, 2.347)

These are the Löwdin partial charges, in e, on atoms 1 to 6: O 0.0906; C -0.2144; C -0.0534; N 0.0553; C -0.1451; O -0.1359

***

7.
# C34H35N3SSb3Ta

C34H35N3SSb3Ta as an isolated structure (ωB97M-V/def2-TZVPD, the OMol25 dataset).

As for the multiplicity: 1. For the electronic energy, the calculation gives -72249.073 eV. Its largest force on an atom is 3.32 eV Å⁻¹. Its net charge is +4.

Geometry (Å):
Ta (-0.128, 0.263, -0.791)
C (1.569, -2.203, -3.585)
Sb (0.280, -2.380, -1.901)
C (1.113, -3.639, -0.452)
C (-1.340, -3.756, -2.682)
C (-0.914, -5.073, -3.239)
C (-0.280, -5.101, -4.493)
C (0.403, -6.304, -4.855)
C (0.404, -7.456, -4.129)
C (-0.510, -7.526, -3.053)
C (-1.132, -6.338, -2.564)
C (-1.860, -6.374, -1.425)
Sb (3.569, 0.921, 2.593)
C (2.561, 0.892, 4.457)
C (3.478, 2.919, 1.812)
H (1.051, -1.573, -4.320)
H (1.931, -3.172, -3.907)
H (2.485, -1.706, -3.273)
H (1.361, -4.672, -0.853)
H (0.431, -3.723, 0.357)
H (2.031, -3.116, -0.121)
H (-1.952, -3.223, -3.393)
H (-1.956, -3.889, -1.812)
H (-0.105, -4.148, -4.998)
H (1.047, -6.226, -5.776)
H (1.140, -8.209, -4.355)
H (-0.698, -8.475, -2.597)
H (-2.098, -7.306, -1.029)
H (-2.240, -5.529, -0.845)
H (3.166, 1.514, 5.098)
H (2.493, -0.080, 4.876)
H (1.578, 1.325, 4.282)
H (4.491, 3.294, 1.816)
H (2.859, 3.536, 2.505)
H (3.064, 2.985, 0.791)
S (0.892, 0.467, 1.567)
Sb (-0.723, 2.311, 1.948)
C (-1.979, 1.740, 3.525)
C (-2.081, 0.644, 4.366)
C (-2.947, 0.719, 5.473)
C (-3.782, 1.790, 5.661)
C (-3.733, 2.872, 4.780)
C (-2.852, 2.857, 3.713)
C (-0.013, 4.181, 1.852)
C (-0.211, 5.034, 2.938)
C (0.179, 6.334, 2.840)
C (1.023, 6.702, 1.809)
C (1.286, 5.833, 0.720)
C (0.677, 4.580, 0.671)
C (-1.615, 1.682, 0.050)
C (-2.457, 0.623, 0.344)
C (-2.616, -0.314, -0.665)
C (-2.180, 0.092, -2.033)
C (-1.796, 1.355, -2.337)
C (-1.223, 2.079, -1.308)
H (-1.537, -0.258, 4.295)
H (-3.055, -0.115, 6.094)
H (-4.516, 1.809, 6.506)
H (-4.301, 3.840, 4.871)
H (-2.811, 3.774, 3.121)
H (-0.539, 4.714, 3.915)
H (0.024, 7.043, 3.691)
H (1.511, 7.659, 1.876)
H (1.955, 6.045, -0.108)
H (0.935, 3.851, -0.127)
H (-2.668, 0.472, 1.424)
H (-3.058, -1.234, -0.448)
H (-2.544, -0.506, -2.830)
H (-1.922, 1.654, -3.406)
H (-0.847, 3.099, -1.290)
N (1.634, 0.319, -1.629)
C (2.505, 0.740, -2.356)
C (3.333, 1.428, -3.135)
C (3.972, 2.538, -2.505)
N (4.555, 3.348, -1.929)
C (3.220, 1.160, -4.553)
N (3.014, 0.589, -5.531)

These are the Löwdin partial charges, in e, on atoms 1 to 6: Ta 1.1522; C -0.2701; Sb 1.4133; C -0.2911; C -0.2415; C -0.2124

***

8.
# C5H8N2O

A 2-piece molecular cluster, C5H8N2O overall (ωB97M-V/def2-TZVPD, the OMol25 dataset).

As for the multiplicity: 1. For the electronic energy, the calculation gives -10338.126 eV. Its largest force on an atom is 8.15 eV Å⁻¹.

Geometry (Å):
C (1.680, 0.930, -0.639)
C (0.662, -0.384, -0.545)
C (0.924, -1.046, 0.824)
C (-0.652, -0.071, -0.365)
C (-2.620, 0.601, 0.405)
H (1.272, 1.694, 0.134)
H (1.573, 1.312, -1.676)
H (2.843, 0.793, -0.310)
H (0.892, -1.120, -1.308)
H (1.962, -1.719, 0.965)
H (0.843, -0.218, 1.555)
H (-0.376, -1.693, 1.110)
H (-3.310, 1.237, 0.886)
N (-1.215, 0.844, 0.411)
N (-2.860, -0.336, -0.516)
O (-1.617, -0.824, -0.929)

These are the natural (NBO) partial charges, in e, on atoms 1 to 6: C -0.6082; C -0.3535; C -0.5486; C 0.5336; C 0.1386; H 0.2359